1.
DFT (the ωB97M-V functional and the def2-TZVPD basis) results for an isolated molecule of C25H23N5O3 at a distorted geometry.

Structure (XYZ):
```
56
Properties=species:S:1:pos:R:3:mulliken_charge:R:1
H 1.12 3.08 -2.28 0.41
H 1.42 5.93 -1.00 0.37
H 1.33 -5.25 4.81 0.39
H -2.51 4.33 1.33 0.42
H 0.48 -1.11 5.54 0.47
C -0.79 4.74 0.11 -0.71
H -0.97 4.33 -2.00 0.08
C 0.02 -1.81 3.58 0.28
C 0.96 -4.29 4.45 -0.46
C -1.56 1.96 1.43 -0.21
H 1.31 -3.31 6.33 0.38
C 0.51 -4.17 3.17 -0.55
N -0.42 -0.60 3.20 -0.71
C 0.12 -0.65 -2.81 -0.64
H 3.28 0.45 -5.45 0.25
H -2.78 2.57 -1.68 0.34
C 2.46 -1.19 -3.11 0.96
C -2.37 1.98 -0.87 -0.13
C 0.74 3.26 -1.28 -1.23
N -2.06 2.63 0.26 0.14
H 0.99 -3.50 -1.19 0.42
C -0.84 -1.66 1.08 0.21
C 0.03 -2.94 2.70 0.12
O 3.55 -0.67 -3.74 -0.48
C -2.15 4.07 0.33 -1.33
C -1.67 0.03 -0.07 1.16
C 3.11 0.52 -4.36 -0.29
C 0.49 -1.97 4.90 -0.51
C 2.36 -2.33 -2.35 -1.07
N -1.36 -1.30 -0.13 0.14
C 0.64 5.71 -1.72 -1.75
H 1.09 5.53 -2.69 0.41
C 0.01 -1.81 -2.03 0.30
H 0.22 2.36 -0.95 0.08
C -1.30 -2.09 -1.34 -1.59
C -0.17 4.49 -1.27 1.03
H -0.94 5.81 0.25 0.44
H 1.59 3.42 -0.61 0.37
C 1.11 -2.62 -1.81 -0.54
H -1.38 -3.14 -1.05 0.56
H -0.73 0.00 -2.97 0.56
O 1.74 0.70 -4.10 -0.50
H 0.00 6.59 -1.80 0.45
N -2.20 0.72 -1.10 -0.44
N -0.41 -2.85 1.42 -0.45
H 3.21 -2.97 -2.18 0.42
C 1.36 -0.36 -3.33 0.76
H 3.68 1.38 -3.96 0.28
H 0.51 -5.01 2.48 0.45
C 0.95 -3.19 5.32 -0.51
O -1.34 2.61 2.43 -0.67
H -2.87 4.41 -0.42 0.55
H -0.11 4.41 0.89 0.35
C -1.38 0.56 1.19 -0.01
H -2.15 -1.80 -1.97 0.47
C -0.85 -0.51 1.96 0.78
```

HOMO energy   -8.191 eV
Orbital gap   7.83 eV
Energy   -39892.635 eV

---

2.
DFT (the ωB97M-V functional and the def2-TZVPD basis) results for a structure of composition C10H23N7OP2Sr at a distorted geometry.

Structure (XYZ):
```
44
Properties=species:S:1:pos:R:3:mulliken_spin:R:1
H 0.38 -0.51 -3.23 0.03
P -0.58 -2.48 2.35 0.00
H -6.53 -0.81 -1.38 0.00
H 3.55 0.86 -0.36 0.00
H 1.47 1.58 0.63 -0.02
N -4.40 -0.88 -2.65 0.00
C 1.44 -1.73 -1.82 0.01
H 1.81 3.74 -0.96 0.01
H 4.67 0.19 0.78 0.00
H -0.78 4.41 -0.42 0.05
H 1.20 -3.94 -0.66 0.00
C 1.10 2.94 -0.76 0.65
H 0.36 -4.64 1.37 0.00
H 0.48 3.90 1.33 0.01
H -1.80 -3.21 2.30 0.00
C 1.11 1.90 -1.73 -0.11
N 0.77 0.65 -1.49 0.34
H 3.60 -1.00 3.01 0.00
H -5.86 -0.51 0.16 0.00
C 0.26 -3.57 1.19 0.02
H 1.18 -2.50 -2.56 0.00
C 3.73 0.75 0.71 0.01
H 3.86 1.75 1.17 0.00
P -0.32 3.26 0.32 -0.01
H 2.09 -0.08 -3.02 0.01
H 2.53 -1.80 -1.65 0.00
H 1.83 -0.88 3.18 0.00
N -3.45 -0.36 -0.67 0.00
C 0.74 -3.14 -0.05 -0.01
N -2.46 -0.46 -1.58 0.00
C -3.06 -0.77 -2.75 0.00
H 1.45 2.18 -2.75 0.02
C 2.73 -0.36 2.83 0.00
Sr -0.76 -0.05 0.35 -0.01
N -5.81 -0.34 -0.83 0.00
N -4.56 -0.71 -1.31 0.00
H 2.35 -0.88 0.78 0.00
C 1.17 -0.38 -2.47 -0.04
N 0.69 -1.91 -0.56 0.02
H -2.54 -0.90 -3.69 0.00
C 2.57 0.02 1.37 -0.01
H -0.06 -3.07 3.53 0.00
H 2.81 0.56 3.42 0.00
O 1.36 0.86 1.34 0.01
```

HOMO energy (spin up / spin down)   -9.163 / -9.075 eV
Orbital gap (spin up / spin down)   6.23 / 3.88 eV
Total charge   +1
Energy   -42625.075 eV
Spin multiplicity   2

---

3.
DFT (the ωB97M-V functional and the def2-TZVPD basis) results for a structure of composition C15H24N4O2S2 at a distorted geometry.

Structure (XYZ):
```
47
Properties=species:S:1:pos:R:3:mulliken_charge:R:1
H -0.75 -3.29 2.18 0.64
S 2.46 -0.39 0.72 0.00
H -0.25 1.32 3.96 0.30
C 0.81 0.94 -4.28 -1.28
C -0.67 -1.93 -0.39 0.28
C -0.05 2.62 1.08 -0.28
H -1.48 -2.09 3.01 0.40
C -2.27 0.20 -2.63 -2.11
C 1.65 -2.37 2.43 -0.09
H 1.54 0.24 -4.81 0.36
H -0.03 3.96 1.05 0.23
C -2.66 -0.88 0.87 -0.58
H 0.81 -3.14 0.39 0.29
S 2.65 1.11 -0.78 -0.25
C 1.86 0.24 -2.14 0.35
H -0.49 1.31 -0.17 0.10
C -1.46 -1.55 0.90 1.17
C -2.02 -0.49 -1.25 0.60
C 0.36 -0.25 2.64 0.44
H 0.76 -2.62 -1.31 0.29
C -0.85 -2.36 2.13 -2.30
O -0.10 2.36 -0.29 -0.35
H -3.17 -0.56 1.69 0.61
H -0.06 0.15 -3.99 0.13
N -2.96 -0.16 -0.27 -0.64
H 2.46 -1.77 2.97 0.42
C 1.57 1.37 -2.94 -0.96
H -0.77 -0.37 4.40 0.43
H 2.45 -0.37 -2.73 0.82
H 0.90 -0.42 -1.88 -0.37
H -1.51 0.55 3.23 0.21
C -0.53 0.27 3.54 -1.64
C 1.25 0.48 1.74 0.31
H -1.03 2.36 1.56 0.32
H 0.35 1.68 -4.91 0.39
H 2.12 2.23 1.20 0.49
C 1.35 2.10 1.88 -0.77
H 1.13 2.66 2.92 0.26
O 1.44 -3.69 2.13 -0.70
H 2.23 2.03 -3.41 0.56
N 0.58 -1.52 2.55 0.27
H -3.54 0.58 -2.43 0.29
N 0.37 -2.51 -0.45 0.00
H -2.16 -0.24 -3.40 0.86
H -2.09 1.20 -2.64 0.37
N -1.07 -1.09 -1.38 -0.26
H 0.88 2.10 -2.67 0.39
```

HOMO energy   -8.109 eV
Orbital gap   8.14 eV
Energy   -47656.602 eV